Entry from OMol25: a single C2H4N2O2 molecule in a non-equilibrium geometry (ωB97M-V with the def2-TZVPD basis set).

The value obtained for the HOMO energy is -9.2872 eV. Its SMILES is O=CN/C=N\O. For the energy relative to the best compared isomer or geometry (same formula, charge and spin), the calculation gives 70.3 kcal/mol. As for the HOMO-LUMO gap: 0.3541 Ha.

```
! RIJCOSX wB97M-V def2-TZVPD def2/J DEFGRID3
* xyz 0 1
O -1.038 -1.495 -0.125
C -1.314 -0.303 0.005
N -0.469 0.743 0.099
C 0.922 0.791 -0.077
N 1.797 -0.135 -0.099
O 1.550 -1.428 0.137
H -2.347 0.052 0.112
H -0.975 1.610 0.194
H 1.289 1.808 -0.232
H 0.586 -1.643 -0.015
*
```

=====

Entry from OMol25: a single C2H4N2O2 molecule in a non-equilibrium geometry (ωB97M-V with the def2-TZVPD basis set).

The value obtained for the HOMO energy (spin up / spin down) is -8.6857 / -8.2824 eV. Its SMILES is N/C(C=O)=N/O. For the energy relative to the best compared isomer or geometry (same formula, charge and spin), the calculation gives 142.8 kcal/mol. As for the HOMO-LUMO gap (spin up / spin down): 0.2900 / 0.3095 Ha.

```
! RIJCOSX wB97M-V def2-TZVPD def2/J DEFGRID3
* xyz 0 1
N -1.593 -0.490 -0.079
C -0.330 0.055 -0.117
C 0.110 1.369 -0.217
O 1.131 1.566 0.536
N 0.735 -0.621 0.529
O 1.734 -0.919 -0.338
H -2.209 -0.205 0.673
H -1.663 -1.472 -0.303
H -0.286 2.139 -0.881
H 2.371 -1.422 0.198
*
```

=====

Entry from OMol25: a molecular structure, C2H4N2O2 (ωB97M-V with the def2-TZVPD basis set).

The value obtained for the HOMO energy is -10.3421 eV. For the energy relative to the best compared isomer or geometry (same formula, charge and spin), the calculation gives 63.1 kcal/mol. As for the HOMO-LUMO gap: 0.3909 Ha.

```
! RIJCOSX wB97M-V def2-TZVPD def2/J DEFGRID3
* xyz 0 1
N 1.263 0.377 0.061
C 0.906 -0.738 0.587
O 1.109 -1.687 1.242
N -0.892 -0.921 -0.348
C -1.387 0.293 -0.160
O -0.855 1.373 -0.596
H 2.151 0.740 0.385
H 0.298 1.066 -0.461
H -0.334 -0.901 -1.206
H -2.259 0.398 0.495
*
```

=====

Entry from OMol25: a single C2H4N2O2S molecule in a non-equilibrium geometry (ωB97M-V with the def2-TZVPD basis set).

The value obtained for the HOMO energy is -8.5492 eV. Its SMILES is S/N=C1\NOCO1. For the energy relative to the best compared isomer or geometry (same formula, charge and spin), the calculation gives 72.5 kcal/mol. As for the HOMO-LUMO gap: 0.3436 Ha.

```
! RIJCOSX wB97M-V def2-TZVPD def2/J DEFGRID3
* xyz 0 1
S 2.689 0.267 0.100
N 1.493 -0.892 -0.160
C 0.298 -0.443 -0.082
N -0.021 0.958 0.034
O -1.418 1.042 -0.249
C -1.860 -0.197 0.298
O -0.868 -1.151 -0.163
H 3.709 -0.470 -0.347
H 0.487 1.504 -0.682
H -1.693 -0.124 1.420
H -2.814 -0.494 -0.170
*
```

=====

Entry from OMol25: a single C2H4N2O2S molecule in a non-equilibrium geometry (ωB97M-V with the def2-TZVPD basis set).

The value obtained for the HOMO energy is -8.8768 eV. Its SMILES is O=CN(O)/C=N\S. For the energy relative to the best compared isomer or geometry (same formula, charge and spin), the calculation gives 67.8 kcal/mol. As for the HOMO-LUMO gap: 0.3361 Ha.

```
! RIJCOSX wB97M-V def2-TZVPD def2/J DEFGRID3
* xyz 0 1
O 0.307 1.886 0.450
C 1.164 1.151 -0.034
N 1.079 -0.202 -0.048
O 2.289 -0.822 -0.363
C 0.181 -1.047 0.570
N -1.090 -1.085 0.460
S -2.027 0.028 -0.355
H 2.101 1.468 -0.544
H 2.166 -1.311 -1.223
H 0.645 -1.836 1.122
H -1.245 1.102 -0.475
*
```

=====

Entry from OMol25: 3 unconnected molecules or ions with the total composition C2H4N2O2S in a non-equilibrium geometry (ωB97M-V with the def2-TZVPD basis set).

The value obtained for the HOMO energy is -9.7775 eV. For the energy relative to the best compared isomer or geometry (same formula, charge and spin), the calculation gives 61.8 kcal/mol. As for the HOMO-LUMO gap: 0.3561 Ha.

```
! RIJCOSX wB97M-V def2-TZVPD def2/J DEFGRID3
* xyz 0 1
C 0.935 -0.130 0.331
C -2.496 0.218 -2.615
N 0.127 0.776 0.704
N -1.381 0.309 -2.844
O 1.498 1.237 -2.346
O 1.440 -0.658 -3.881
S 1.058 0.681 -3.598
H 0.395 -1.092 -0.074
H 1.937 -0.140 0.087
H -3.489 0.054 -2.290
H 0.545 1.624 1.002
*
```

=====

Entry from OMol25: a single C2H4N2O3 molecule in a non-equilibrium geometry (ωB97M-V with the def2-TZVPD basis set).

The value obtained for the HOMO energy is -9.9213 eV. Its SMILES is N/C(O)=N\C(=O)O. For the energy relative to the best compared isomer or geometry (same formula, charge and spin), the calculation gives 73.0 kcal/mol. As for the HOMO-LUMO gap: 0.3862 Ha.

```
! RIJCOSX wB97M-V def2-TZVPD def2/J DEFGRID3
* xyz 0 1
N 0.478 -1.535 -0.055
C 0.617 -0.217 -0.007
O 2.237 0.074 0.248
N 0.209 0.901 0.293
C -1.477 0.476 0.046
O -2.102 -0.545 0.130
O -2.026 1.676 -0.109
H 1.334 -2.069 -0.084
H -0.463 -1.912 -0.095
H 2.477 0.846 -0.284
H -1.283 2.305 -0.081
*
```

=====

Entry from OMol25: a single C2H4N2O3 molecule in a non-equilibrium geometry (ωB97M-V with the def2-TZVPD basis set).

The value obtained for the HOMO energy (spin up / spin down) is -10.0281 / -10.0283 eV. Its SMILES is COC(=O)/N=N/O. For the energy relative to the best compared isomer or geometry (same formula, charge and spin), the calculation gives 141.9 kcal/mol. As for the HOMO-LUMO gap (spin up / spin down): 0.3356 / 0.3357 Ha.

```
! RIJCOSX wB97M-V def2-TZVPD def2/J DEFGRID3
* xyz 0 1
C 0.246 -0.376 -1.575
O 0.347 0.354 -0.362
C -1.079 0.851 0.406
O -1.995 1.282 -0.198
N -0.743 0.338 1.564
N 0.158 -0.627 1.272
O 1.227 -0.527 2.086
H -0.321 0.216 -2.299
H 1.247 -0.547 -1.976
H -0.265 -1.328 -1.408
H 1.179 0.364 2.490
*
```

=====

Entry from OMol25: a single C2H4N2O4 molecule in a non-equilibrium geometry (ωB97M-V with the def2-TZVPD basis set).

The value obtained for the HOMO energy is -10.0442 eV. Its SMILES is O=CONC(=O)NO. For the energy relative to the best compared isomer or geometry (same formula, charge and spin), the calculation gives 111.8 kcal/mol. As for the HOMO-LUMO gap: 0.3745 Ha.

```
! RIJCOSX wB97M-V def2-TZVPD def2/J DEFGRID3
* xyz 0 1
O -0.908 2.449 1.092
C -0.306 2.376 -0.073
O 0.312 1.209 -0.280
N -0.011 0.166 0.540
C -0.408 -0.974 0.194
O -1.337 -1.571 0.745
N 0.112 -1.612 -0.909
O 1.583 -1.456 -0.906
H -0.057 3.373 -0.632
H -0.650 0.740 1.173
H -0.278 -2.682 -0.900
H 1.949 -2.017 -0.044
*
```

=====

Entry from OMol25: a single C2H4N2O4 molecule in a non-equilibrium geometry (ωB97M-V with the def2-TZVPD basis set).

The value obtained for the HOMO energy is -10.9380 eV. Its SMILES is NC(=O)[C@@H](O)[N+](=O)[O-]. For the energy relative to the best compared isomer or geometry (same formula, charge and spin), the calculation gives 52.6 kcal/mol. As for the HOMO-LUMO gap: 0.4001 Ha.

```
! RIJCOSX wB97M-V def2-TZVPD def2/J DEFGRID3
* xyz 0 1
N -0.802 -0.817 0.700
C -0.356 0.378 0.429
O -0.641 1.400 1.005
C 0.890 0.545 -0.569
O 1.297 1.827 -0.652
N 1.907 -0.282 0.146
O 1.981 -1.434 -0.318
O 2.477 0.212 1.070
H -0.673 -1.735 0.327
H -1.730 -0.690 1.093
H 0.662 0.156 -1.557
H 0.674 2.230 -0.032
*
```

=====

Entry from OMol25: 2 unconnected molecules or ions with the total composition C2H4N2O4 in a non-equilibrium geometry (ωB97M-V with the def2-TZVPD basis set).

The value obtained for the HOMO energy is -10.4013 eV. Its SMILES is NC(=O)OO.N=C=O. For the energy relative to the best compared isomer or geometry (same formula, charge and spin), the calculation gives 27.9 kcal/mol. As for the HOMO-LUMO gap: 0.4048 Ha.

```
! RIJCOSX wB97M-V def2-TZVPD def2/J DEFGRID3
* xyz 0 1
N -1.760 0.279 -1.669
C -0.824 -0.318 -0.918
O -1.004 -1.004 0.059
O 0.410 -0.052 -1.410
O 1.419 -0.706 -0.691
H -2.723 0.221 -1.390
H -1.492 0.854 -2.447
H 0.934 -1.173 0.022
N 1.071 -0.179 2.309
C 1.570 0.833 1.925
O 2.209 1.692 1.493
H 0.191 -0.448 2.717
*
```

=====

Entry from OMol25: a single C2H4N2OS molecule in a non-equilibrium geometry (ωB97M-V with the def2-TZVPD basis set).

The value obtained for the HOMO energy is -9.0544 eV. Its SMILES is N/N=C\C(=O)S. For the energy relative to the best compared isomer or geometry (same formula, charge and spin), the calculation gives 67.4 kcal/mol. As for the HOMO-LUMO gap: 0.3388 Ha.

```
! RIJCOSX wB97M-V def2-TZVPD def2/J DEFGRID3
* xyz 0 1
N -1.956 0.463 -0.100
N -1.238 -0.695 -0.120
C 0.088 -0.680 0.142
C 0.972 0.499 0.064
O 0.554 1.568 0.046
S 2.752 0.100 -0.121
H -1.736 1.472 0.058
H -2.885 0.191 -0.349
H 0.496 -1.643 0.325
H 2.952 -1.275 0.056
*
```